Molecular formula: C52H104O13
Method: DFT, the ωB97M-V functional and the def2-TZVPD basis

## Properties
F_max: 2.9 eV/Å
frontier orbital gap: 9.733 eV
HOMO: -9.10 eV
E_LUMO: 0.0234 hartree
calculated total energy: -82220.1236 eV

Geometry (Å):
1 C -1.990 -21.033 -5.589
2 C -2.972 -21.196 -4.430
3 C -2.839 -22.691 -4.118
4 O -1.450 -22.936 -4.233
5 C -0.972 -22.125 -5.331
6 H -1.606 -20.023 -5.640
7 H -2.488 -21.216 -6.566
8 H -4.074 -21.038 -4.608
9 H -2.651 -20.602 -3.562
10 H -3.328 -23.271 -4.884
11 H -3.123 -22.934 -3.104
12 H -0.796 -22.723 -6.217
13 H 0.026 -21.726 -5.052
14 C -2.060 -28.168 0.104
15 C -1.790 -28.686 -1.265
16 C -0.765 -29.726 -0.939
17 O 0.083 -29.153 0.036
18 C -0.681 -28.168 0.722
19 H -2.695 -28.753 0.735
20 H -2.477 -27.153 0.208
21 H -1.430 -27.906 -2.004
22 H -2.651 -29.120 -1.730
23 H -0.065 -30.023 -1.731
24 H -1.297 -30.538 -0.503
25 H -0.308 -27.226 0.401
26 H -0.608 -28.282 1.809
27 C 0.922 -23.571 -1.871
28 C -0.080 -24.737 -1.752
29 C 0.584 -25.807 -2.669
30 O 1.990 -25.660 -2.541
31 C 2.227 -24.237 -2.355
32 H 1.094 -23.129 -0.868
33 H 0.574 -22.870 -2.586
34 H -1.059 -24.554 -2.169
35 H -0.213 -25.120 -0.739
36 H 0.213 -25.659 -3.684
37 H 0.369 -26.807 -2.447
38 H 2.485 -23.757 -3.281
39 H 3.019 -24.109 -1.648
40 C -3.993 -20.120 4.976
41 C -5.315 -19.995 5.712
42 C -5.978 -18.734 5.121
43 O -5.348 -18.571 3.822
44 C -4.325 -19.541 3.619
45 H -3.602 -21.131 5.057
46 H -3.339 -19.451 5.500
47 H -4.987 -19.900 6.771
48 H -5.902 -20.899 5.472
49 H -5.858 -17.879 5.799
50 H -7.054 -18.732 4.890
51 H -3.510 -19.089 3.044
52 H -4.746 -20.305 3.003
53 C -6.382 -26.575 1.340
54 C -5.806 -28.002 1.405
55 C -6.114 -28.447 2.781
56 O -6.170 -27.285 3.611
57 C -6.609 -26.186 2.839
58 H -7.379 -26.411 0.847
59 H -5.637 -25.940 0.858
60 H -4.732 -28.030 1.288
61 H -6.279 -28.689 0.705
62 H -5.365 -29.149 3.247
63 H -7.080 -28.954 2.841
64 H -6.033 -25.342 3.203
65 H -7.689 -26.007 2.924
66 C -5.716 -26.891 -3.523
67 C -5.682 -26.928 -5.116
68 C -4.174 -26.874 -5.397
69 O -3.625 -26.053 -4.293
70 C -4.367 -26.358 -3.113
71 H -5.877 -27.921 -3.084
72 H -6.592 -26.287 -3.195
73 H -6.234 -26.162 -5.690
74 H -6.091 -27.857 -5.494
75 H -3.919 -26.416 -6.381
76 H -3.707 -27.906 -5.319
77 H -4.546 -25.477 -2.553
78 H -3.902 -27.107 -2.513
79 C -5.256 -20.003 -1.012
80 C -4.277 -19.312 0.000
81 C -3.630 -18.172 -0.824
82 O -4.163 -18.303 -2.121
83 C -5.473 -18.861 -1.988
84 H -6.116 -20.418 -0.467
85 H -4.795 -20.836 -1.549
86 H -3.565 -20.090 0.284
87 H -4.866 -18.985 0.884
88 H -2.549 -18.096 -0.938
89 H -3.960 -17.239 -0.347
90 H -5.743 -19.124 -3.039
91 H -6.227 -18.167 -1.604
92 C 2.052 -25.949 1.398
93 C 0.902 -25.003 1.875
94 C 1.574 -23.999 2.822
95 O 3.008 -24.075 2.521
96 C 3.176 -24.920 1.414
97 H 1.823 -26.436 0.440
98 H 2.323 -26.692 2.113
99 H -0.039 -25.392 2.300
100 H 0.735 -24.338 0.985
101 H 1.468 -24.188 3.939
102 H 1.149 -22.972 2.577
103 H 4.194 -25.363 1.475
104 H 3.089 -24.286 0.476
105 C -8.506 -18.532 2.245
106 C -8.162 -19.941 2.791
107 C -8.710 -20.853 1.750
108 O -8.361 -20.216 0.558
109 C -8.388 -18.765 0.745
110 H -7.742 -17.792 2.614
111 H -9.536 -18.199 2.483
112 H -8.468 -20.014 3.858
113 H -7.068 -20.027 2.699
114 H -9.798 -20.835 1.836
115 H -8.389 -21.906 1.790
116 H -9.247 -18.356 0.161
117 H -7.458 -18.376 0.318
118 C -1.416 -26.648 5.187
119 C -0.606 -27.876 4.783
120 C -1.717 -28.822 4.258
121 O -2.452 -27.869 3.364
122 C -2.409 -26.582 3.987
123 H -0.887 -25.682 5.265
124 H -1.988 -26.828 6.140
125 H -0.100 -28.314 5.678
126 H 0.202 -27.721 4.091
127 H -2.448 -29.231 5.022
128 H -1.557 -29.640 3.533
129 H -3.409 -26.259 4.219
130 H -1.961 -25.893 3.245
131 C -8.340 -21.844 -2.715
132 C -7.722 -22.448 -4.067
133 C -6.839 -23.562 -3.496
134 O -6.461 -23.162 -2.177
135 C -7.711 -22.718 -1.610
136 H -9.421 -21.896 -2.710
137 H -7.974 -20.830 -2.578
138 H -7.175 -21.715 -4.607
139 H -8.483 -22.830 -4.787
140 H -5.971 -23.742 -4.051
141 H -7.358 -24.553 -3.477
142 H -7.464 -22.217 -0.679
143 H -8.314 -23.666 -1.402
144 C 1.355 -19.794 -0.902
145 C -0.152 -19.357 -0.582
146 C -0.592 -20.511 0.408
147 O 0.576 -21.261 0.786
148 C 1.743 -20.534 0.407
149 H 1.991 -18.941 -1.174
150 H 1.256 -20.506 -1.745
151 H -0.749 -19.380 -1.493
152 H -0.186 -18.389 -0.081
153 H -1.318 -21.184 -0.075
154 H -1.034 -20.105 1.303
155 H 2.497 -21.291 0.331
156 H 2.082 -19.841 1.159
157 C -4.063 -23.318 0.270
158 C -3.105 -23.928 1.274
159 C -3.296 -22.993 2.480
160 O -4.692 -22.697 2.461
161 C -5.167 -22.754 1.150
162 H -4.357 -23.977 -0.529
163 H -3.499 -22.516 -0.235
164 H -2.126 -24.023 0.830
165 H -3.353 -24.979 1.497
166 H -2.740 -22.068 2.461
167 H -3.041 -23.512 3.393
168 H -5.433 -21.739 0.831
169 H -5.999 -23.492 1.226

Here are the Mulliken charges for atoms 1 to 99, given in e:
1 C -0.747
2 C 0.515
3 C 0.360
4 O -0.287
5 C -0.559
6 H 0.365
7 H 0.264
8 H 0.149
9 H -0.158
10 H -0.034
11 H -0.466
12 H 0.316
13 H 0.269
14 C 0.540
15 C -0.088
16 C -0.835
17 O -0.524
18 C 2.315
19 H 0.105
20 H -0.401
21 H -0.218
22 H 0.574
23 H 0.335
24 H 0.392
25 H -1.545
26 H -0.659
27 C 1.469
28 C 2.147
29 C -0.721
30 O -0.532
31 C -1.164
32 H -1.124
33 H -0.069
34 H -0.189
35 H -1.318
36 H 0.344
37 H 0.276
38 H 0.303
39 H 0.593
40 C -0.595
41 C -0.482
42 C -0.379
43 O -0.486
44 C 0.794
45 H 0.260
46 H 0.430
47 H 0.398
48 H 0.196
49 H 0.309
50 H 0.101
51 H 0.263
52 H -0.720
53 C 0.511
54 C 0.477
55 C -0.620
56 O -0.492
57 C -0.337
58 H 0.445
59 H -0.706
60 H -0.811
61 H 0.528
62 H 0.243
63 H 0.325
64 H 0.197
65 H 0.307
66 C -0.470
67 C -0.670
68 C -0.471
69 O -0.342
70 C 1.208
71 H 0.415
72 H 0.036
73 H 0.215
74 H 0.392
75 H 0.340
76 H 0.255
77 H -0.455
78 H -0.489
79 C 2.033
80 C 1.364
81 C -0.399
82 O -0.522
83 C -0.686
84 H -1.157
85 H -0.647
86 H -0.539
87 H -0.489
88 H 0.107
89 H 0.305
90 H 0.248
91 H 0.324
92 C -0.523
93 C 2.705
94 C -0.202
95 O -0.480
96 C -0.270
97 H 0.331
98 H 0.375
99 H -1.134